Below is a molecular structure, C42H52N3O5S3W at a distorted geometry, with properties calculated with wB97M-V/def2-TZVPD.

The geometry in XYZ format:
```
106
Properties=species:S:1:pos:R:3:mulliken_charge:R:1
W 0.51892 -0.90754 0.47862 2.6834
C -1.98071 -0.83197 -3.56701 -2.2559
C -1.54147 -0.60214 -2.14856 0.9920
N -0.36176 -0.96363 -1.72567 1.1400
N 0.37937 -1.62119 -2.69871 -1.5764
C 1.64096 -1.60519 -2.50822 0.3423
S 2.45090 -0.82076 -1.22000 -0.4654
S 2.70752 -2.41164 -3.66804 -0.1079
C 2.17104 -1.59280 -5.22083 -1.0723
C 2.63875 -0.17052 -5.34271 0.5505
C 1.82892 0.87175 -4.90157 0.3604
C 2.27048 2.18786 -4.96880 -0.7310
C 3.52905 2.47346 -5.47993 -0.5596
C 4.33866 1.43778 -5.93144 -0.6039
C 3.89494 0.12533 -5.86247 -0.4992
C -2.51209 0.08821 -1.28832 -0.2026
C -3.73634 0.54860 -1.78900 -0.5489
C -4.61909 1.23590 -0.98025 -1.3476
C -4.30130 1.48265 0.35589 -0.7350
C -3.10993 1.02782 0.88293 -1.1275
C -2.25358 0.33886 0.04274 1.9963
O -1.08748 -0.11789 0.53532 1.0591
H -1.25688 -1.40507 -4.12415 0.3126
H -2.12913 0.13506 -4.05418 0.4646
H -2.93744 -1.35672 -3.56959 0.5172
H 1.08778 -1.67100 -5.27190 0.2616
H 2.60311 -2.23018 -5.99236 0.5690
H 0.83697 0.64922 -4.51680 0.2229
H 1.62708 2.99222 -4.63295 0.4173
H 3.87667 3.49736 -5.53444 0.4134
H 5.31569 1.65432 -6.34513 0.3887
H 4.53407 -0.68042 -6.21102 0.4025
H -3.99521 0.37759 -2.82340 0.6240
H -5.55794 1.58608 -1.38822 0.4508
H -4.99090 2.02482 0.98998 0.5218
H -2.84111 1.16667 1.92026 0.1734
C 0.06816 2.11751 2.02642 -1.1941
C 0.69792 1.13808 2.80954 1.0924
C 1.72268 0.46582 1.95588 0.3887
C 1.58176 1.09810 0.64659 -2.1921
C 0.58986 2.14517 0.75165 -0.1561
C 0.34495 3.18094 -0.30176 1.9517
C -0.85931 4.05365 0.05286 -1.9558
C 0.14184 2.54496 -1.68006 -1.3221
C 1.62412 4.04685 -0.34364 -1.7929
C 3.13192 -0.10827 2.37682 1.9753
C 4.21472 0.25039 1.34715 -1.8516
C 3.65860 0.50923 3.67432 -2.0745
C 3.10243 -1.62650 2.54097 -1.5732
C 0.34106 1.06385 4.29351 2.0544
C 0.55402 -0.32125 4.91885 -1.2568
C -1.13055 1.47230 4.53132 -1.6003
C 1.14478 2.15887 5.03931 -1.6812
H -0.72461 2.75925 2.37826 0.5931
H 2.42049 1.24551 -0.00482 1.5550
H -1.77151 3.45647 0.13837 0.2997
H -1.01352 4.79764 -0.72978 0.4593
H -0.70640 4.59036 0.99338 0.3901
H -0.84754 2.08943 -1.75399 -0.0144
H 0.89867 1.78651 -1.88971 0.1036
H 0.21215 3.31774 -2.44741 0.6947
H 1.93955 4.34985 0.65872 0.3716
H 1.42271 4.94928 -0.92370 0.4785
H 2.45125 3.51200 -0.81820 0.3587
H 4.31194 1.33368 1.22972 0.3704
H 4.07619 -0.19764 0.37205 0.2229
H 5.16769 -0.12374 1.72395 0.5595
H 3.69779 1.59862 3.59981 0.3870
H 4.67985 0.15495 3.82544 0.5882
H 3.09062 0.23232 4.55428 0.3129
H 2.85564 -2.11531 1.59839 0.3104
H 2.39212 -1.93462 3.30657 0.0727
H 4.09176 -1.99663 2.81922 0.6463
H -0.00901 -1.07716 4.38506 -0.0014
H 0.19002 -0.30271 5.94739 0.5794
H 1.59574 -0.62835 4.95055 0.1317
H -1.82852 0.84943 3.98212 0.0537
H -1.30566 2.52402 4.29394 0.3918
H -1.34169 1.35128 5.59496 0.5863
H 2.21795 2.04208 5.00444 0.2069
H 0.83615 2.13537 6.08703 0.4989
H 0.89808 3.14585 4.63950 0.3404
C -5.50668 -3.44410 -2.06974 -1.7567
C -4.53114 -3.17882 -0.95368 0.8755
C -3.18220 -3.47851 -1.08846 -1.1244
C -2.28187 -3.22100 -0.06059 -0.0063
C -2.73605 -2.64853 1.11249 0.7406
C -4.09085 -2.35837 1.27999 -0.9394
C -4.97133 -2.62341 0.25192 -0.9199
S -1.70673 -2.25735 2.50046 1.0492
O -2.04881 -0.92534 2.91157 -0.8994
O -1.87508 -3.32799 3.43635 -0.8437
N -0.12082 -2.22465 1.99684 -0.9705
C 0.47238 -3.57372 2.00253 -0.6705
C 1.03527 -3.84212 0.65002 0.6947
O 1.44718 -4.87387 0.23256 -0.5857
O 1.06157 -2.70392 -0.09820 -0.9110
H -5.02246 -3.93205 -2.91455 0.3749
H -5.95629 -2.51242 -2.42199 0.3426
H -6.32250 -4.08518 -1.73059 0.4634
H -2.81841 -3.92927 -2.00547 0.4468
H -1.24524 -3.49398 -0.20340 0.3170
H -4.43987 -1.91859 2.20801 0.5364
H -6.02452 -2.40052 0.38446 0.4599
H -0.26410 -4.33420 2.23891 0.5972
H 1.26319 -3.66019 2.74518 0.3389
```

The HOMO energy comes out at -0.40264 hartree. As for the orbital gap: 6.6716 eV. As for the net charge: +1. As for the spin multiplicity: 1. Its total energy is -3433.5377 a.u. Its energy relative to the best compared isomer or geometry (same formula, charge and spin) is 140.6 kJ/mol.